Density functional theory data (wB97M-V/def2-TZVPD) for an isolated ion of composition C5H8O2 and charge +1 in a non-equilibrium geometry.

- Maximum force: 2.0 eV/Å
- Energy relative to the best compared isomer or geometry (same formula, charge and spin): 33.81 kcal/mol
- E_tot: -345.3811 Eh
- Expectation value of S²: 0.758

```
! RIJCOSX wB97M-V def2-TZVPD def2/J DEFGRID3
* xyz 1 2
O -1.1412 -2.2946 -0.5237
C -0.1406 -1.7450 -0.1671
C -0.0067 -0.9648 1.1294
C 0.6529 0.4021 0.7824
C 0.5521 0.9264 -0.6881
C -0.9221 1.1500 -1.1053
O -1.7655 0.7633 -0.3513
H 0.6904 -1.7471 -0.8966
H -0.9502 -0.7768 1.6402
H 0.6129 -1.5791 1.7825
H 0.1154 1.2304 1.2403
H 1.6164 0.5456 1.2771
H 1.0099 1.9175 -0.7805
H 0.9475 0.2781 -1.4808
H -1.2711 1.8941 -1.8587
*
```